Record 1
C33H36AsBCsIN12S as an isolated structure. Source: the Open Molecules 2025 dataset; level of theory: ωB97M-V/def2-TZVPD.

HOMO energy (eV): -2.279
Gap between HOMO and LUMO (eV): 5.595
ΔE to the lowest compared entry with this formula, charge and spin (kJ/mol): 79.1
Multiplicity: 1
Charge: -2

Last column: Mulliken charge in e.
CARTESIAN COORDINATES (ANGSTROEM)
Cs 0.97999 -0.49449 -0.00806  0.98
I -0.83578 -5.30937 -4.76995  0.06
As -2.37211 1.55426 -0.30461  0.44
S -1.53624 -3.28594 4.84176  -0.42
N 3.43167 1.73229 0.85355  0.12
N -1.55865 -1.55835 -3.05610  0.50
N -1.38050 -2.49585 2.37983  -0.23
N -1.69748 1.21693 -3.59182  -0.62
N -1.52809 -2.24814 -1.90530  -0.56
N -1.50029 2.46765 -5.69390  -0.69
N -3.17372 3.25275 -7.32942  -0.63
N 5.12810 0.02443 -0.96010  0.83
N 4.52986 2.16911 0.21319  0.05
N 2.74746 1.60648 -2.24662  -0.03
N 4.06005 1.90253 -2.28613  0.08
N 4.83987 -0.84326 -1.94903  -0.99
C -5.03350 -1.93079 2.41306  -0.55
C 3.32624 2.47249 1.94855  -0.39
C 3.22306 2.66874 -4.17982  -0.92
C -0.63920 -2.96163 3.32750  0.08
C 2.86234 -3.15800 2.10973  0.07
C 5.14146 -2.04420 -1.46996  -0.29
C -2.42662 2.86455 -6.52647  0.48
C 2.23397 2.06419 -3.38007  -0.31
C -5.28987 0.89709 -0.45762  -1.27
C -2.88393 3.31896 -1.00305  -0.61
C 5.60572 -0.61788 0.12462  -0.41
C -3.74265 -1.98427 1.91832  -0.23
C -1.29539 -3.50498 -2.25682  -0.17
C -3.91189 0.53523 -1.00246  -0.28
C -1.87755 2.22679 2.50177  -1.26
C 5.63598 -1.96644 -0.15514  -0.63
C -2.99719 -2.77307 4.07523  0.89
C -1.65690 1.81241 -4.59812  0.42
C 3.47639 -3.90917 3.10476  -0.32
C 4.37086 3.41267 2.03300  -0.91
C -2.01352 4.44470 -0.44707  -1.23
C -2.70698 -2.39457 2.75706  -0.82
C 1.51155 -2.75148 2.14532  0.12
C 0.80777 -3.26416 3.24812  0.07
C -1.18211 -3.61119 -3.65453  -0.66
C 1.38588 -4.05470 4.25308  -0.68
C 2.73213 -4.36516 4.19499  -0.78
C -4.29367 -2.71508 4.57734  -0.63
C -1.34616 -2.33111 -4.13234  -0.24
C 4.37315 2.53875 -3.43295  -0.39
C 5.11558 3.17209 0.89756  -0.42
C -3.01244 1.83046 1.55429  -0.44
C -5.30906 -2.28661 3.73754  -0.48
B 5.01284 1.56467 -1.13482  0.28
H -1.38628 3.15085 2.19237  0.28
H 1.17825 1.94608 -3.58000  0.37
H 6.01109 3.64131 0.52387  0.42
H -1.32734 -1.93342 -5.13307  0.46
H -6.06439 0.30426 -0.95268  0.40
H -2.19991 4.60983 0.61612  0.23
H -5.52853 1.94915 -0.62580  0.31
H 3.19330 -4.96406 4.97154  0.34
H 3.11058 3.12656 -5.14835  0.38
H 5.87088 -0.07700 1.01910  0.40
H 0.78225 -4.45779 5.06335  0.22
H -0.95210 4.21816 -0.56812  0.30
H 5.94111 -2.76767 0.49735  0.41
H -2.24361 2.36894 3.52194  0.41
H -5.84115 -1.61349 1.76459  0.44
H -6.32507 -2.23201 4.10918  0.36
H -3.80902 2.57894 1.55771  0.47
H -4.50502 -3.00117 5.60045  0.38
H -3.93707 3.49910 -0.77920  0.31
H 5.38693 2.84565 -3.63223  0.44
H -2.77430 3.25799 -2.08640  0.35
H 2.50991 2.30472 2.63598  0.42
H 4.53577 -4.14513 3.04262  0.35
H -1.63353 -0.53445 -3.05959  0.36
H -3.69045 -0.51782 -0.82249  0.09
H -3.51146 -1.72184 0.89397  0.63
H 6.09653 2.06400 -1.37527  -0.22
H -5.36581 0.70837 0.61453  0.20
H 4.55526 4.14463 2.80195  0.37
H 4.98031 -2.91941 -2.08191  0.43
H -1.11152 1.44902 2.53436  0.22
H -1.21871 -4.27777 -1.50864  0.48
H -3.87278 0.67725 -2.08424  0.45
H -2.21142 5.38521 -0.96618  0.39
H -3.44845 0.89243 1.90135  0.11
H 3.47535 -2.84977 1.26393  0.07

Atomic forces in eV per Å
0.214 0.090 -0.196
0.000 -0.016 0.006
-0.095 -0.006 0.171
0.096 -0.005 0.009
-0.067 -0.006 0.136
0.143 -0.149 0.103
-0.097 -0.002 -0.034
-0.009 0.036 -0.041
0.095 0.077 -0.115
0.459 0.177 -0.116
0.033 0.003 0.037
-0.113 0.087 0.034
0.101 -0.072 -0.066
-0.092 -0.038 -0.033
0.039 0.030 0.088
0.109 0.017 0.118
0.031 -0.008 -0.010
0.066 0.072 -0.015
-0.044 -0.024 0.030
0.063 -0.105 0.134
0.030 0.063 0.160
0.006 0.006 0.022
-0.207 -0.142 0.150
0.025 0.004 -0.011
0.037 -0.016 -0.033
0.112 0.094 -0.073
-0.014 0.008 -0.049
-0.028 0.064 -0.022
-0.088 0.014 0.005
-0.047 0.018 -0.026
-0.051 -0.021 -0.052
0.027 -0.033 -0.081
-0.050 0.006 0.078
-0.351 -0.053 -0.068
-0.078 -0.015 0.003
-0.058 -0.060 0.015
-0.029 -0.053 -0.030
0.118 -0.004 -0.067
0.099 -0.054 -0.221
-0.231 0.100 0.019
0.024 -0.057 0.057
-0.043 -0.072 -0.002
-0.013 0.054 -0.065
-0.009 0.011 -0.037
-0.060 0.031 0.067
-0.061 -0.027 0.015
-0.074 -0.016 -0.022
0.151 -0.003 0.100
0.050 -0.005 0.006
-0.017 -0.071 -0.035
0.002 -0.003 -0.014
0.020 0.002 -0.002
-0.013 -0.031 -0.015
0.012 0.033 0.040
-0.008 0.011 0.010
0.000 -0.011 0.008
0.000 -0.007 -0.004
0.001 -0.016 0.012
-0.012 -0.016 0.013
-0.036 0.008 -0.013
0.042 0.032 0.036
-0.005 0.007 -0.010
-0.020 0.008 -0.008
0.005 -0.002 0.002
0.005 0.009 0.005
0.004 -0.006 -0.002
-0.004 0.019 -0.005
-0.001 0.000 -0.008
-0.027 0.014 0.005
-0.003 -0.012 0.032
0.008 -0.053 -0.005
0.014 -0.010 -0.002
-0.002 -0.036 -0.020
-0.097 0.174 -0.096
0.009 0.001 -0.047
0.002 -0.016 0.019
-0.059 -0.004 -0.019
0.012 -0.006 0.002
-0.008 -0.013 -0.014
-0.001 0.012 0.008
-0.011 -0.009 0.003
0.007 0.018 -0.003
0.033 0.004 -0.002
-0.004 0.008 0.011
-0.032 -0.059 -0.037
0.059 0.020 0.081

Record 2
An isolated molecule of C17H21N5O2S. Source: the Open Molecules 2025 dataset; level of theory: ωB97M-V/def2-TZVPD.

HOMO energy (eV): -8.030
Gap between HOMO and LUMO (eV): 8.636
ΔE to the lowest compared entry with this formula, charge and spin (kJ/mol): 116.0
Multiplicity: 1

Last column: Mulliken charge in e.
CARTESIAN COORDINATES (ANGSTROEM)
S -0.67256 5.50649 -1.10363  -0.03
O -1.13760 2.56710 -0.43534  -0.70
O 1.81573 -0.79503 1.62137  -0.74
N -1.67319 2.61807 -2.62616  -0.15
N 0.36791 -1.78827 3.70810  -0.43
N 1.33296 -1.85642 -0.31272  -0.22
N -1.49498 5.83652 -3.48115  -0.15
N -0.62555 6.86361 -3.25394  -0.63
C 1.06272 -3.06116 1.76359  0.28
C 0.19386 -4.18901 3.73203  0.88
C -1.62707 5.04789 -2.46256  0.15
C -0.37229 -4.12795 5.12203  -1.66
C -0.13173 6.81971 -2.05869  -0.08
C 1.23055 -4.30481 1.15177  -0.65
C 0.88930 -5.47361 1.79846  -0.97
C -0.99515 2.10986 -1.55748  0.62
C 0.55966 -2.99416 3.07721  0.20
C 1.61288 -0.71403 -1.18483  0.07
C -0.09491 0.96867 -1.87207  -0.68
C 0.65739 0.41855 -0.92954  -0.23
C 0.36362 -5.39728 3.08432  -0.60
C -2.49513 3.81185 -2.48416  0.45
C 1.43570 -1.80915 1.04436  0.81
C 3.06547 -0.25192 -1.07766  -1.54
C -3.52937 3.86788 -3.59594  -1.63
H 1.03633 -6.43194 1.32014  0.39
H 1.67231 -4.35335 0.16415  0.50
H 0.79152 -2.60762 -0.70276  0.34
H -4.14567 2.97024 -3.56263  0.44
H -1.39026 2.35413 -3.55615  0.30
H -4.16656 4.74198 -3.47680  0.37
H 0.60569 0.80593 0.08218  0.51
H -0.63323 -5.12371 5.47548  0.38
H 3.26716 0.16256 -0.09313  0.31
H 0.91774 -1.02162 3.34805  0.22
H 0.23777 -1.81191 4.70341  0.23
H 0.08578 -6.30722 3.60386  0.35
H -2.98799 3.72303 -1.51634  0.34
H 0.34494 -3.70409 5.83174  0.36
H 3.26206 0.51163 -1.83034  0.46
H -3.05059 3.94579 -4.57165  0.36
H -1.27344 -3.51014 5.15873  0.37
H 3.73636 -1.09434 -1.24898  0.38
H 0.57503 7.55273 -1.70037  0.44
H -0.06919 0.60511 -2.89576  0.22
H 1.44603 -1.08061 -2.20015  0.37

Atomic forces in eV per Å
0.013 0.005 0.029
-0.008 -0.010 0.013
0.007 0.000 -0.003
0.041 0.028 0.007
0.015 -0.016 0.014
-0.007 0.002 0.004
-0.018 -0.015 0.006
0.002 0.018 0.012
0.006 -0.006 -0.003
-0.026 -0.008 -0.005
0.015 -0.010 -0.013
0.000 0.005 -0.003
-0.002 0.015 -0.034
0.001 0.005 0.003
-0.001 -0.010 0.001
-0.004 0.014 -0.015
0.027 0.009 0.008
0.011 0.005 0.000
-0.012 -0.010 -0.017
-0.007 0.007 0.009
0.002 0.009 -0.005
-0.016 -0.029 -0.010
-0.012 0.003 -0.002
0.006 -0.002 0.005
-0.009 0.009 0.004
0.001 0.002 -0.002
-0.001 -0.001 -0.001
0.003 -0.006 0.000
0.001 -0.001 -0.002
-0.016 -0.017 0.001
0.005 0.001 -0.002
0.006 -0.003 0.001
0.000 -0.001 0.001
-0.002 0.000 0.000
-0.026 0.007 -0.010
0.006 0.005 -0.002
0.000 0.000 0.001
-0.006 0.009 0.007
0.000 -0.002 0.002
-0.003 -0.002 -0.003
0.007 -0.004 -0.003
0.001 0.000 0.000
0.001 0.001 0.000
0.000 -0.004 0.008
0.002 -0.002 0.002
-0.003 0.000 0.000